# 1
C6H15NO2Sn | wB97M-V/def2-TZVPD

```
25
Properties=species:S:1:pos:R:3:forces:R:3
Sn 0.700 -3.252 -1.273 -0.22 1.63 0.87
C -1.224 -1.916 2.506 -1.43 1.67 0.29
O 0.072 -1.888 1.940 0.30 -1.16 -0.88
C 0.920 -0.844 2.399 0.79 -0.03 0.28
C 0.679 0.511 1.775 -0.75 0.21 0.37
N 0.890 0.592 0.318 -1.46 0.42 0.34
C -0.264 1.308 -0.314 0.66 0.09 -1.41
C -0.107 1.437 -1.852 -0.35 -0.43 1.02
O -0.240 0.162 -2.457 0.57 -0.69 -1.06
C -0.100 0.212 -3.894 -0.21 -0.14 -0.63
H -1.259 -1.920 3.596 0.59 -0.52 0.10
H -1.935 -2.645 2.116 0.88 -0.65 -0.18
H -1.747 -0.989 2.274 0.03 0.39 -0.17
H 1.955 -1.132 2.218 -0.06 -0.38 -0.24
H 0.841 -0.770 3.483 -0.24 0.11 0.11
H 1.244 1.285 2.295 0.60 -0.28 0.04
H -0.328 0.803 2.073 -0.39 -0.05 -0.57
H 1.663 1.230 0.197 0.56 -0.33 -0.36
H -0.250 2.349 0.006 -0.20 0.11 0.41
H -1.229 0.871 -0.059 0.22 -0.20 0.11
H 0.850 1.915 -2.062 0.22 -0.14 -0.27
H -0.901 2.069 -2.251 -0.06 0.22 0.13
H 0.856 0.552 -4.293 0.39 0.17 0.70
H -0.838 0.832 -4.401 -0.32 0.27 0.52
H -0.247 -0.772 -4.340 -0.09 -0.29 0.49
```
Forces are in eV/Å.

Lowest unoccupied orbital energy   -11.851 eV
Gap between HOMO and LUMO   0.1569 Eh
Electronic energy   -656.31256 hartree
E_HOMO   -0.5924 Eh
Net charge   +2
Relative energy (zero: lowest compared OMol25 entry of this formula, charge and spin)   2.419 eV

# 2
C40H50F30O20 | wB97M-V/def2-TZVPD

```
140
Properties=species:S:1:pos:R:3:forces:R:3
C 3.100 3.211 10.206 0.88 1.51 -0.88
C 2.675 1.844 10.591 -0.51 0.54 -0.12
O 3.736 1.383 11.408 -0.80 -2.69 2.94
C 3.414 0.331 12.269 -1.88 -1.13 -1.48
O 2.339 -0.287 12.414 3.53 2.94 -0.64
C 4.701 -0.255 12.931 0.85 0.89 -0.88
F 4.775 0.144 14.212 0.25 -0.39 -0.69
F 4.603 -1.578 12.851 0.45 0.35 0.35
F 5.878 0.137 12.262 -2.04 -0.67 1.34
H 2.408 3.690 9.514 -0.05 -0.09 0.00
H 4.106 3.297 9.796 -0.02 -0.54 -0.50
H 3.215 3.866 11.069 -0.57 -0.17 0.34
H 2.540 1.101 9.805 -0.12 0.31 -0.23
H 1.732 2.025 11.107 0.00 -0.87 0.43
C -2.747 -3.103 -9.071 -0.21 0.26 0.14
C -3.078 -3.567 -7.653 -0.05 -0.07 0.37
O -4.354 -3.120 -7.126 -1.92 2.55 0.49
C -4.577 -1.758 -6.878 2.58 0.21 -0.70
O -3.770 -0.869 -7.119 -1.65 -1.86 0.41
C -5.925 -1.330 -6.150 -0.12 -1.70 0.24
F -6.645 -2.428 -5.839 0.46 0.06 0.45
F -5.662 -0.627 -5.037 0.21 -0.55 -0.50
F -6.733 -0.607 -6.892 0.26 0.73 -0.84
H -1.712 -3.337 -9.319 0.09 0.19 0.23
H -2.937 -2.035 -9.178 0.37 0.00 0.13
H -3.331 -3.572 -9.863 -0.31 -0.32 0.36
H -2.376 -3.322 -6.856 0.52 0.48 -0.53
H -3.154 -4.652 -7.581 -0.23 0.02 -0.25
C -1.743 -4.709 9.341 -1.47 -1.31 0.10
C -1.173 -5.925 8.601 -1.34 0.90 -0.75
O -0.075 -6.397 9.279 3.42 -2.27 2.97
C -0.151 -7.087 10.488 -4.86 1.01 0.25
O -1.236 -7.309 11.085 4.25 0.54 -2.20
C 1.224 -7.511 11.103 -1.44 0.57 0.78
F 1.227 -8.856 11.185 0.38 0.94 0.29
F 2.210 -7.094 10.340 0.50 -0.11 0.43
F 1.321 -6.952 12.390 0.10 -1.19 -2.38
H -0.981 -4.047 9.752 0.02 -0.01 -0.48
H -2.344 -5.085 10.170 0.19 0.07 0.30
H -2.492 -4.226 8.714 0.39 0.45 -0.15
H -0.878 -5.619 7.597 0.80 0.14 0.15
H -1.789 -6.789 8.350 -0.94 0.26 0.69
C 8.288 -1.516 -0.986 -0.29 -0.26 -0.38
C 7.221 -0.969 -1.907 -1.54 -0.29 0.61
O 7.065 -1.663 -3.165 0.11 -1.38 -1.36
C 6.544 -2.943 -3.164 0.54 2.27 2.33
O 6.231 -3.501 -2.148 -0.09 -0.22 -1.07
C 6.434 -3.551 -4.567 -1.66 -1.57 0.16
F 6.895 -4.807 -4.524 0.56 0.12 0.13
F 5.145 -3.696 -4.993 0.25 0.59 0.72
F 7.048 -2.870 -5.468 1.16 0.91 -1.10
H 9.203 -1.615 -1.569 0.22 0.09 0.32
H 8.009 -2.487 -0.578 0.04 0.02 -0.14
H 8.400 -0.830 -0.146 0.24 0.05 -0.13
H 7.343 0.099 -2.086 0.39 -0.25 -0.70
H 6.218 -1.032 -1.484 0.07 -0.09 0.61
C -6.286 -11.997 -0.100 0.30 0.89 -0.23
C -5.077 -11.503 0.717 -0.30 -1.90 -0.20
O -4.665 -10.245 0.211 0.93 2.19 -0.46
C -3.463 -9.715 0.597 -0.41 -1.84 1.51
O -2.841 -10.192 1.524 -0.35 1.12 -1.45
C -2.921 -8.451 -0.216 0.18 -1.70 -0.09
F -3.409 -8.404 -1.455 -1.59 0.86 0.39
F -3.108 -7.363 0.547 -0.16 -0.31 -1.03
F -1.625 -8.598 -0.483 0.70 0.00 1.28
H -6.088 -11.941 -1.170 0.20 -0.41 0.00
H -7.140 -11.333 0.028 0.01 0.10 0.33
H -6.610 -12.992 0.207 0.29 -0.01 -0.06
H -4.219 -12.171 0.637 -0.01 -0.17 -0.25
H -5.367 -11.610 1.762 0.22 1.15 0.28
C 5.935 3.870 -15.017 -0.26 0.64 -0.18
C 6.314 3.598 -13.556 1.16 -0.17 0.25
O 5.166 3.483 -12.736 -2.03 -0.76 1.38
C 5.128 2.800 -11.566 2.46 -0.78 -0.04
O 6.072 2.303 -10.944 -2.44 1.41 -1.80
C 3.662 2.624 -11.058 -0.32 1.52 -0.70
F 2.745 3.252 -11.874 1.07 -0.44 1.26
F 3.323 1.334 -11.079 0.25 0.51 0.84
F 3.617 3.204 -9.810 -0.46 -1.26 -1.46
H 6.623 3.526 -15.790 0.27 -0.62 0.51
H 5.924 4.938 -15.238 -0.24 0.19 0.41
H 4.942 3.509 -15.285 0.05 -0.24 0.26
H 6.868 4.427 -13.114 0.32 0.02 -0.33
H 6.895 2.693 -13.383 0.15 -0.03 -0.38
C 0.760 7.301 2.951 0.96 0.45 -0.40
C 1.957 6.488 2.483 0.01 -0.75 -0.36
O 2.348 6.893 1.113 0.86 -0.40 -0.78
C 3.378 6.321 0.441 1.98 -3.97 3.03
O 4.101 5.354 0.867 -3.25 4.28 -1.79
C 3.625 6.895 -0.995 1.79 1.30 1.66
F 2.965 6.194 -1.881 0.01 0.19 -0.46
F 3.243 8.212 -0.996 0.49 -1.50 -0.65
F 5.010 6.839 -1.268 -2.83 0.16 0.28
H -0.184 7.104 2.444 0.20 -0.32 0.01
H 1.006 8.350 2.787 -0.18 0.14 0.28
H 0.695 7.095 4.020 -0.32 0.17 -0.01
H 1.693 5.432 2.532 0.17 -0.14 -0.59
H 2.809 6.583 3.156 0.10 0.39 -0.24
C -3.805 11.055 -6.948 -0.37 -0.48 -0.30
C -2.794 10.081 -7.496 2.27 0.45 -0.01
O -3.050 8.706 -7.231 -1.09 -1.82 1.00
C -2.742 8.180 -6.027 3.21 3.41 1.36
O -2.110 8.804 -5.154 -2.02 -1.87 -2.19
C -3.116 6.704 -5.852 -1.58 1.35 -0.15
F -2.269 5.856 -6.409 0.03 -0.03 0.42
F -3.308 6.474 -4.545 0.50 -0.48 -0.73
F -4.313 6.610 -6.469 -0.03 -0.90 0.11
H -4.738 10.618 -7.306 -0.48 0.45 0.37
H -3.702 12.051 -7.378 0.17 -0.16 -0.23
H -3.807 11.190 -5.866 0.07 -0.41 -0.05
H -1.763 10.224 -7.170 -0.04 0.52 0.46
H -2.680 10.129 -8.579 -0.65 -0.01 -0.05
C 0.422 -0.239 -2.144 0.56 -0.91 0.04
C 1.057 0.879 -1.300 -0.92 -0.21 -0.44
O 1.266 0.505 0.064 -1.56 -0.75 2.01
C 0.185 0.409 0.909 0.08 -0.01 -0.42
O -0.961 0.758 0.734 1.94 -0.41 0.00
C 0.603 -0.395 2.232 -0.61 0.72 -0.09
F 1.927 -0.444 2.413 -0.54 0.57 0.37
F -0.071 0.056 3.326 1.14 0.69 -0.67
F 0.181 -1.633 2.131 -0.22 -1.36 -0.81
H -0.623 -0.512 -1.996 -0.19 0.91 0.18
H 0.890 -1.204 -1.948 0.57 0.05 0.27
H 0.612 -0.103 -3.208 -0.18 0.44 0.02
H 0.419 1.763 -1.301 0.20 0.15 -0.21
H 2.075 1.098 -1.623 -0.28 0.12 -0.25
C -6.379 1.699 4.967 0.80 1.16 -0.29
C -6.409 0.358 5.641 -0.02 0.20 -1.27
O -7.085 0.429 6.890 -1.07 -0.97 -0.26
C -6.454 0.776 7.954 4.31 2.18 0.93
O -5.305 1.251 8.036 -2.79 -1.37 -0.41
C -7.254 0.617 9.238 -2.00 -0.33 0.32
F -6.576 -0.010 10.188 0.11 -0.36 -0.33
F -7.652 1.779 9.768 0.30 0.25 -0.43
F -8.404 -0.068 8.949 0.81 0.08 0.54
H -6.115 1.588 3.916 0.02 -0.17 -0.03
H -5.629 2.366 5.393 0.13 -0.13 0.15
H -7.300 2.282 4.989 -0.33 -0.51 0.16
H -5.421 -0.094 5.732 0.03 0.24 0.36
H -6.986 -0.295 4.987 -0.28 -0.25 0.54
```
Forces are in eV/Å.

Lowest unoccupied orbital energy   0.192 eV
Gap between HOMO and LUMO   0.4095 Eh
Electronic energy   -6054.93559 hartree
E_HOMO   -0.4025 Eh
SMILES   CCOC(=O)C(F)(F)F.CCOC(=O)C(F)(F)F.CCOC(=O)C(F)(F)F.CCOC(=O)C(F)(F)F.CCOC(=O)C(F)(F)F.CCOC(=O)C(F)(F)F.CCOC(=O)C(F)(F)F.CCOC(=O)C(F)(F)F.CCOC(=O)C(F)(F)F.CCOC(=O)C(F)(F)F
Relative energy (zero: lowest compared OMol25 entry of this formula, charge and spin)   6.599 eV

# 3
C4H8S2 | wB97M-V/def2-TZVPD

```
14
Properties=species:S:1:pos:R:3:forces:R:3
S -2.490 -0.649 -0.100 -0.22 0.95 -0.30
C -1.037 -0.181 0.874 -1.70 0.44 1.98
C 0.265 -0.102 0.197 1.72 -2.49 -0.11
S 0.891 -1.937 -0.207 -0.57 2.37 -0.93
C 0.545 0.843 -0.886 -0.69 0.84 -0.47
C 1.355 1.005 0.376 0.81 -3.96 -1.65
H -1.892 -1.762 -0.345 0.22 -1.71 -0.66
H -1.311 0.822 1.160 0.05 0.66 0.43
H -1.200 -0.795 1.814 1.23 0.65 -1.05
H 0.712 -1.737 -1.581 0.19 -0.43 1.35
H -0.203 1.637 -0.910 -0.01 -0.20 -0.54
H 0.819 0.431 -1.873 0.40 0.64 0.77
H 2.388 0.650 0.471 -0.53 0.01 -0.34
H 1.157 1.774 1.010 -0.89 2.25 1.53
```
Forces are in eV/Å.

Lowest unoccupied orbital energy   0.771 eV
Gap between HOMO and LUMO   0.3631 Eh
Electronic energy   -953.51135 hartree
E_HOMO   -0.3347 Eh
SMILES   SCC1(S)CC1
Relative energy (zero: lowest compared OMol25 entry of this formula, charge and spin)   2.049 eV

# 4
C26H39AuClN3O4 | wB97M-V/def2-TZVPD

```
74
Properties=species:S:1:pos:R:3:forces:R:3
O 1.286 -0.611 -1.581 -0.29 0.38 1.35
C 1.794 -1.898 -1.558 -0.06 -0.60 -0.78
C 1.200 -2.664 -2.747 0.30 -0.07 0.43
C -0.014 -2.298 -3.320 0.01 0.12 0.11
H -0.532 -1.429 -2.917 0.17 -0.24 -0.15
C -0.561 -3.037 -4.364 0.41 -0.15 0.16
H -1.535 -2.738 -4.759 0.31 -0.25 -0.05
C 0.149 -4.140 -4.857 -0.14 0.11 -0.01
H -0.270 -4.716 -5.678 0.13 0.03 0.12
C 1.386 -4.494 -4.304 0.00 0.11 0.12
H 1.947 -5.349 -4.689 -0.24 0.24 0.04
C 1.903 -3.752 -3.240 -0.16 -0.18 -0.30
H 2.854 -3.988 -2.754 -0.23 -0.17 -0.31
H 2.880 -1.799 -1.732 0.07 -0.22 -0.14
C 2.619 -2.177 0.841 -0.06 0.44 0.68
C 1.679 -2.653 -0.216 -0.03 -0.44 -0.69
H 2.847 -2.915 1.625 -0.13 0.12 -0.41
H 2.156 -1.320 1.346 0.33 -0.16 0.07
H 3.561 -1.825 0.407 -0.06 -0.09 -0.02
C 0.822 -3.663 -0.048 -0.01 -0.32 -0.18
C 0.544 -4.432 1.201 0.05 -0.39 0.80
H 0.226 -4.028 -0.882 0.12 0.32 -0.16
H 0.711 -5.518 1.085 0.11 0.36 -0.19
H -0.523 -4.337 1.480 0.47 0.09 -0.14
H 1.139 -4.089 2.066 -0.35 -0.15 -0.41
Au -0.100 -0.171 0.026 0.32 0.88 0.20
Cl -0.527 -1.632 2.036 1.25 -1.05 -0.20
C -1.991 0.571 2.181 0.08 0.36 -1.05
O -1.043 1.173 1.592 -1.56 -0.68 1.28
N -2.763 1.137 3.094 -0.24 0.47 0.22
C -2.356 2.420 3.621 -0.30 0.16 0.31
C -4.046 0.558 3.512 0.48 -0.27 -0.02
H -2.223 -0.496 2.001 -0.40 1.11 -0.34
H -1.440 2.719 3.117 -0.12 0.05 0.06
H -2.169 2.312 4.695 -0.07 0.20 -0.06
H -3.145 3.159 3.450 0.15 0.04 0.10
H -4.253 -0.307 2.862 0.00 0.35 0.28
H -4.858 1.302 3.403 0.45 -0.34 0.03
H -3.995 0.209 4.558 -0.09 0.23 -0.37
H -0.118 1.622 -5.345 0.02 -0.10 0.14
H -2.140 2.749 -3.952 0.16 -0.02 0.04
C -0.115 0.940 -4.482 0.20 0.28 -0.16
C -1.883 2.050 -3.146 -0.13 -0.16 -0.25
N -0.497 1.637 -3.264 0.33 0.20 0.22
H 0.888 0.521 -4.343 -0.26 -0.01 -0.11
C 0.408 1.914 -2.294 -0.73 -0.03 0.75
O 0.118 2.252 -1.130 0.32 -0.15 -1.46
H -2.033 2.540 -2.187 0.01 -0.10 -0.08
H 1.460 1.807 -2.611 -0.27 -0.20 -0.02
H -0.819 0.123 -4.705 0.26 0.22 0.26
H -2.548 1.182 -3.243 0.14 0.20 0.18
H 3.716 2.690 2.919 0.06 -0.13 -0.05
H 4.924 3.547 0.584 -0.13 -0.31 -0.06
C 3.908 1.717 2.449 0.19 0.23 0.05
C 4.816 2.504 0.249 -0.24 -0.29 0.05
N 3.776 1.806 1.007 -0.09 0.04 -0.33
H 3.181 1.000 2.826 0.10 0.02 -0.03
C 2.670 1.318 0.418 -0.94 -0.37 0.80
O 1.706 0.868 1.080 1.50 0.51 -0.91
H 4.526 2.496 -0.807 0.17 0.05 0.20
H 2.674 1.305 -0.685 -0.05 0.06 0.33
H 4.931 1.399 2.688 -0.22 0.04 0.03
H 5.785 1.997 0.366 -0.26 0.12 -0.04
C -4.511 -1.254 -1.602 -0.10 -0.26 -0.12
C -4.237 0.061 -1.206 0.65 -0.24 0.18
C -2.938 0.366 -0.759 -0.40 -0.11 -0.27
C -1.950 -0.608 -0.744 -0.46 -0.27 0.11
C -2.237 -1.916 -1.099 -0.73 -0.24 -0.22
C -3.525 -2.262 -1.555 0.33 0.51 0.21
H -5.516 -1.506 -1.955 0.34 0.06 0.12
H -4.994 0.856 -1.233 0.21 -0.48 -0.04
H -2.652 1.366 -0.456 -0.28 0.07 0.05
H -1.423 -2.629 -1.001 -0.40 -0.20 -0.16
H -3.736 -3.299 -1.863 0.00 0.67 0.19
```
Forces are in eV/Å.

Lowest unoccupied orbital energy (alpha / beta)   0.633 / -1.907 eV
Gap between HOMO and LUMO (alpha / beta)   0.2732 / 0.2233 Eh
Electronic energy   -2075.08072 hartree
E_HOMO (alpha / beta)   -0.2500 / -0.2934 Eh
Multiplicity   3
Relative energy (zero: lowest compared OMol25 entry of this formula, charge and spin)   0.000 eV